Entry 1:
{
  "formula": "C36H29N9OS4W",
  "method": "ωB97M-V/def2-TZVPD",
  "elements": ["W", "C", "C", "N", "N", "C", "S", "S", "C", "C", "C", "C", "C", "C", "C", "C", "C", "C", "C", "C", "C", "O", "H", "H", "H", "H", "H", "H", "H", "H", "H", "H", "H", "H", "H", "H", "N", "C", "C", "N", "C", "C", "N", "C", "C", "N", "H", "H", "H", "H", "H", "H", "S", "C", "C", "C", "C", "N", "C", "C", "C", "S", "C", "N", "H", "H", "C", "C", "C", "C", "N", "C", "C", "H", "H", "H", "H", "H", "H", "H"],
  "positions_angstrom": [[-0.664464, 0.424087, -1.091368], [-2.969787, 0.427817, 2.874743], [-2.393911, 0.873453, 1.556651], [-1.889364, -0.007382, 0.729569], [-2.034185, -1.317660, 1.188418], [-1.684717, -2.220118, 0.350961], [-1.048148, -1.959497, -1.229892], [-1.961382, -3.902018, 0.858875], [-0.226084, -4.483558, 0.892357], [0.527434, -3.949796, 2.075607], [0.559175, -4.645501, 3.279238], [1.239702, -4.133430, 4.373427], [1.903287, -2.918301, 4.274867], [1.876711, -2.218819, 3.076675], [1.186251, -2.728843, 1.986777], [-2.469081, 2.304963, 1.248069], [-2.857788, 3.212067, 2.255019], [-3.041994, 4.554603, 2.015685], [-2.875407, 5.044628, 0.720314], [-2.501097, 4.190825, -0.289003], [-2.259681, 2.826063, -0.047380], [-1.841746, 2.104266, -1.066996], [-2.877640, -0.643116, 3.000273], [-4.021573, 0.711242, 2.934994], [-2.447969, 0.928581, 3.688997], [0.248449, -4.206017, -0.048953], [-0.299878, -5.569879, 0.928186], [0.048708, -5.597771, 3.358968], [1.261599, -4.688786, 5.301659], [2.450272, -2.528552, 5.123412], [2.412909, -1.281436, 2.980051], [1.171574, -2.178699, 1.051199], [-3.022044, 2.855124, 3.258550], [-3.331651, 5.213342, 2.822249], [-3.038859, 6.093373, 0.507821], [-2.355733, 4.542380, -1.302736], [0.187476, 2.545399, -4.705838], [1.422368, 2.841796, -4.168667], [1.451156, 2.262391, -2.936920], [0.259196, 1.625113, -2.720690], [-0.479018, 1.803243, -3.799879], [-1.721277, 1.080295, -3.865096], [-2.004988, 0.277392, -2.856523], [-3.168346, -0.371417, -3.169926], [-3.585954, 0.043484, -4.396857], [-2.659492, 0.969775, -4.827106], [-0.118024, 2.784353, -5.632452], [2.156126, 3.407661, -4.709894], [2.248895, 2.207819, -2.218127], [-3.594766, -1.104250, -2.509110], [-4.433104, -0.233684, -4.994439], [-2.662216, 1.426105, -5.721955], [0.552228, -1.230499, -3.861116], [1.607597, -2.228094, -2.937308], [2.014754, -3.476088, -3.441403], [2.849778, -4.323912, -2.738742], [3.219954, -5.586802, -3.315880], [3.515544, -6.596299, -3.776980], [3.329256, -3.945839, -1.474860], [2.932129, -2.720789, -0.956117], [2.077855, -1.872586, -1.650952], [1.699693, -0.337660, -0.857189], [4.189696, -4.797075, -0.709631], [4.869466, -5.472323, -0.074430], [1.655127, -3.775177, -4.415458], [3.297122, -2.425314, 0.018621], [2.049036, 4.165059, 3.583190], [1.491817, 3.292933, 2.498958], [1.261345, 1.937143, 2.694189], [0.737015, 1.173443, 1.670735], [0.415869, 1.693648, 0.479123], [0.648787, 2.996482, 0.275176], [1.181994, 3.815317, 1.246252], [2.259730, 3.593545, 4.484416], [1.340912, 4.956145, 3.833480], [2.971653, 4.643874, 3.254540], [1.488125, 1.465560, 3.640590], [0.556368, 0.115099, 1.796893], [0.377344, 3.384465, -0.698074], [1.339883, 4.862640, 1.028178]],
  "forces_ev_per_a": [[0.048, 0.653, 0.128], [-0.068, -0.020, -0.012], [-0.080, -0.068, -0.049], [0.135, 0.109, -0.281], [0.008, -0.104, 0.071], [0.035, -0.071, -0.091], [-0.028, -0.196, 0.066], [0.046, 0.048, 0.015], [0.007, 0.006, -0.005], [-0.039, -0.003, -0.021], [-0.001, 0.012, 0.008], [-0.001, 0.003, -0.015], [0.007, -0.010, -0.004], [-0.006, 0.005, -0.002], [0.011, 0.046, -0.045], [0.019, 0.075, -0.031], [0.018, -0.025, -0.030], [-0.001, -0.018, 0.001], [-0.001, -0.046, -0.005], [0.033, -0.015, -0.033], [-0.015, -0.059, -0.034], [0.081, -0.053, 0.153], [-0.016, 0.098, 0.013], [0.005, 0.041, 0.002], [0.048, 0.040, 0.044], [-0.008, 0.009, -0.009], [-0.025, -0.012, 0.001], [-0.008, -0.021, 0.001], [0.003, -0.013, 0.015], [0.004, 0.009, 0.013], [0.005, 0.013, -0.005], [-0.016, -0.002, 0.020], [-0.002, -0.063, 0.058], [-0.004, 0.006, 0.010], [0.002, 0.014, -0.004], [-0.001, 0.007, -0.005], [-0.005, -0.053, 0.055], [-0.066, -0.078, 0.098], [-0.039, -0.003, -0.135], [-0.129, 0.115, 0.013], [0.153, 0.039, 0.078], [-0.106, -0.146, 0.010], [-0.046, -0.005, 0.033], [0.023, 0.037, -0.079], [0.074, 0.035, 0.086], [0.046, -0.027, 0.062], [0.007, -0.030, -0.001], [0.033, 0.032, -0.017], [0.025, 0.014, 0.000], [-0.012, -0.007, 0.001], [-0.036, -0.012, -0.024], [0.007, -0.006, 0.008], [0.008, 0.002, -0.012], [0.002, -0.015, -0.017], [-0.010, 0.002, 0.007], [0.010, 0.017, -0.017], [0.011, 0.057, 0.081], [0.004, -0.078, -0.066], [-0.008, -0.003, -0.007], [0.001, 0.005, 0.024], [0.011, 0.039, -0.009], [0.002, -0.052, -0.029], [-0.059, 0.021, -0.037], [0.066, -0.034, 0.048], [-0.011, -0.007, -0.018], [-0.002, -0.001, 0.008], [-0.019, -0.004, 0.000], [0.007, -0.001, -0.017], [0.005, 0.012, -0.026], [-0.032, 0.068, -0.011], [-0.115, -0.244, -0.100], [-0.006, -0.026, -0.004], [-0.005, -0.022, 0.008], [0.002, -0.007, 0.011], [-0.004, 0.008, 0.005], [0.014, 0.006, -0.008], [0.006, -0.020, 0.018], [-0.001, -0.039, 0.012], [-0.009, -0.009, 0.046], [0.006, 0.024, -0.014]],
  "lowdin_spin": [1.51, 0.01, 0.06, -0.01, 0.01, 0.00, 0.03, 0.00, 0.00, 0.00, 0.00, 0.00, 0.00, 0.00, 0.00, 0.00, 0.01, 0.00, 0.01, 0.00, 0.02, 0.04, 0.00, 0.00, 0.00, 0.00, 0.00, 0.00, 0.00, 0.00, 0.00, 0.00, 0.00, 0.00, 0.00, 0.00, 0.01, 0.00, 0.01, 0.01, 0.00, 0.00, 0.01, 0.01, 0.00, 0.01, 0.00, 0.00, 0.00, 0.00, 0.00, 0.00, 0.12, 0.01, 0.01, 0.00, 0.00, 0.00, 0.00, 0.01, 0.01, 0.05, 0.00, 0.00, 0.00, 0.00, 0.00, 0.01, 0.00, 0.01, 0.00, 0.01, 0.00, 0.00, 0.00, 0.00, 0.00, 0.00, 0.00, 0.00],
  "multiplicity": 3,
  "s2": 2.03,
  "e_homo_ev": [-6.494, -6.558],
  "orbital_gap_ha": [0.22385, 0.21057]
}



Entry 2:
{
  "formula": "C22H19N8NiS2",
  "method": "ωB97M-V/def2-TZVPD",
  "elements": ["Ni", "C", "C", "C", "C", "N", "C", "N", "C", "N", "C", "N", "C", "C", "C", "C", "C", "N", "C", "C", "C", "C", "C", "C", "H", "H", "H", "H", "H", "H", "H", "H", "H", "H", "H", "H", "S", "C", "C", "N", "C", "H", "H", "H", "N", "C", "N", "S", "H", "H", "H", "H"],
  "positions_angstrom": [[-0.185928, 0.472720, -0.280376], [3.911025, 1.485960, -1.479072], [4.480148, 2.041401, -0.336448], [3.773335, 1.979778, 0.837767], [2.502256, 1.382486, 0.875046], [1.926215, 0.904824, -0.249069], [2.652549, 0.946004, -1.382785], [1.955619, 1.303637, 2.138670], [0.863605, 0.711143, 2.450283], [-0.086359, 0.126921, 1.635503], [-1.085472, -0.369995, 2.421801], [-2.174996, -0.976720, 2.083100], [-2.599737, -1.185602, 0.797510], [-3.696250, -2.064533, 0.673761], [-4.295318, -2.264313, -0.540385], [-3.813331, -1.559101, -1.646429], [-2.734956, -0.735437, -1.469875], [-2.094624, -0.555971, -0.289834], [-0.762079, -0.122132, 3.842439], [-1.429811, -0.447877, 5.006431], [-0.842391, -0.052591, 6.203176], [0.367795, 0.639071, 6.220003], [1.034001, 0.957314, 5.041524], [0.440407, 0.563324, 3.858992], [4.428667, 1.473499, -2.427219], [5.461069, 2.496325, -0.367959], [4.163084, 2.361962, 1.769113], [2.197727, 0.513559, -2.260212], [-4.039522, -2.547180, 1.576638], [-5.137275, -2.936908, -0.635619], [-4.268040, -1.648367, -2.622204], [-2.348955, -0.169390, -2.302516], [-2.364935, -0.990568, 4.980016], [-1.328057, -0.286325, 7.141378], [0.795343, 0.927745, 7.171132], [1.976382, 1.487735, 5.042548], [0.092305, 0.840273, -4.838052], [0.326532, -0.784720, -4.362149], [0.185421, -0.896158, -3.019468], [-0.102013, 0.283978, -2.376022], [-0.181649, 1.278178, -3.222001], [0.549505, -1.561859, -5.073607], [0.275659, -1.808032, -2.448121], [-0.397340, 2.290543, -2.912976], [-2.989082, 2.281803, 0.755720], [-2.082040, 3.213293, 0.475280], [-2.365990, 4.485860, 0.755350], [-0.575298, 2.844213, -0.219187], [-3.823048, 2.490819, 1.279435], [-2.763396, 1.316692, 0.567729], [-3.238757, 4.764306, 1.171026], [-1.676300, 5.191413, 0.564413]],
  "forces_ev_per_a": [[0.077, -0.074, 0.000], [0.013, -0.008, -0.017], [-0.027, -0.007, 0.027], [-0.004, -0.023, -0.027], [0.041, -0.033, -0.024], [-0.097, 0.048, 0.097], [0.019, -0.006, -0.027], [-0.043, 0.019, 0.047], [0.072, 0.050, -0.043], [-0.042, -0.029, -0.055], [-0.058, -0.060, -0.019], [0.018, 0.027, 0.030], [-0.008, -0.059, -0.016], [0.023, -0.003, -0.021], [0.027, 0.018, 0.028], [-0.002, -0.011, -0.020], [-0.022, 0.021, -0.014], [-0.010, 0.076, 0.069], [0.069, 0.052, 0.023], [0.002, -0.005, -0.024], [-0.014, -0.001, 0.015], [0.011, 0.003, 0.013], [0.001, -0.001, -0.020], [-0.071, -0.034, 0.035], [0.001, 0.006, 0.002], [0.002, -0.002, 0.004], [0.007, 0.000, -0.001], [-0.004, 0.011, 0.007], [-0.006, -0.006, -0.004], [0.000, -0.003, 0.002], [-0.005, 0.001, 0.003], [-0.012, 0.004, -0.004], [-0.001, 0.000, 0.005], [-0.004, -0.004, -0.005], [0.004, 0.003, -0.005], [0.000, 0.001, 0.000], [-0.017, -0.005, 0.021], [0.001, 0.018, 0.009], [-0.007, -0.029, -0.006], [0.022, 0.095, 0.033], [0.005, -0.064, -0.019], [0.002, 0.006, -0.006], [0.005, 0.000, -0.002], [0.007, 0.009, -0.025], [0.024, 0.014, 0.061], [0.004, -0.082, 0.040], [-0.031, 0.016, 0.014], [0.057, 0.055, -0.165], [-0.013, -0.007, -0.018], [-0.019, 0.001, -0.003], [-0.002, 0.002, -0.008], [0.004, -0.002, 0.013]],
  "nbo_charge": [1.37, -0.27, -0.14, -0.22, 0.38, -0.58, 0.05, -0.51, 0.49, -0.77, 0.47, -0.55, 0.37, -0.23, -0.13, -0.28, 0.05, -0.63, -0.03, -0.19, -0.19, -0.19, -0.16, -0.11, 0.23, 0.23, 0.24, 0.19, 0.25, 0.23, 0.24, 0.20, 0.23, 0.22, 0.22, 0.24, 0.53, -0.43, -0.06, -0.58, -0.15, 0.27, 0.24, 0.26, -0.77, 0.35, -0.76, -0.32, 0.41, 0.43, 0.41, 0.43],
  "multiplicity": 3,
  "s2": 2.01,
  "total_charge": 1,
  "e_homo_ev": [-10.558, -10.601],
  "orbital_gap_ha": [0.27489, 0.27681]
}



Maximum force across the listed records, respectively: 0.67, 0.18 eV Å⁻¹.
ΔE to the lowest compared entry with this formula, charge and spin across the listed records, respectively: 0.6148, 0.0759 eV.